Entry 1:
{
  "formula": "C26H21NO6S",
  "method": "the ωB97M-V functional and the def2-TZVPD basis",
  "symbols": ["C", "C", "C", "N", "C", "C", "C", "C", "C", "C", "S", "O", "O", "C", "C", "C", "C", "C", "C", "O", "O", "C", "C", "C", "C", "C", "C", "C", "C", "O", "O", "C", "C", "C", "H", "H", "H", "H", "H", "H", "H", "H", "H", "H", "H", "H", "H", "H", "H", "H", "H", "H", "H", "H", "H"],
  "coordinates": [[1.97124, 1.94660, 2.05761], [2.86146, 1.47778, 1.20305], [3.80550, 0.34501, 1.48933], [3.70978, -0.77011, 0.56327], [2.74989, -1.77359, 0.71530], [1.59714, -1.59879, 1.47797], [0.65623, -2.61016, 1.55737], [0.84085, -3.80072, 0.87789], [1.99162, -3.98232, 0.12790], [2.94288, -2.98392, 0.04898], [4.30947, -0.54708, -0.99308], [5.27997, -1.55016, -1.31167], [4.72142, 0.82051, -1.09718], [2.84548, -0.83762, -2.00328], [2.91668, -1.66330, -3.10894], [1.76319, -1.93483, -3.83115], [0.55218, -1.40417, -3.42465], [0.49104, -0.57095, -2.30878], [-0.82849, -0.06516, -1.85370], [-1.88293, -0.37019, -2.34196], [-0.68376, 0.79106, -0.81966], [-1.77853, 1.30039, -0.15139], [-1.72275, 2.64878, 0.20817], [-2.75475, 3.20981, 0.92026], [-3.86737, 2.44927, 1.30000], [-4.99213, 2.97334, 2.04127], [-5.02377, 4.41365, 2.43353], [-5.99783, 2.13018, 2.35958], [-5.99899, 0.72594, 1.99616], [-6.86324, -0.06532, 2.27226], [-4.91596, 0.27792, 1.27997], [-3.89836, 1.09133, 0.94002], [-2.85560, 0.51781, 0.21355], [1.65335, -0.27306, -1.60492], [1.32969, 2.77681, 1.81583], [1.85219, 1.53050, 3.04594], [2.99228, 1.92360, 0.22664], [3.66494, -0.04184, 2.50198], [4.82828, 0.72147, 1.39194], [1.42472, -0.67127, 1.99825], [-0.23380, -2.45729, 2.15005], [0.09852, -4.58167, 0.93607], [2.15450, -4.91237, -0.39566], [3.84641, -3.12914, -0.51967], [3.87020, -2.09055, -3.37690], [1.80906, -2.57506, -4.69847], [-0.36265, -1.62724, -3.95266], [-0.86562, 3.23195, -0.08820], [-2.70757, 4.25289, 1.18783], [-5.93894, 4.63973, 2.97311], [-4.17360, 4.65160, 3.07098], [-4.97267, 5.04699, 1.54928], [-6.86439, 2.46050, 2.91055], [-2.91638, -0.52441, -0.05250], [1.61637, 0.37354, -0.74368]],
  "forces_ev_per_angstrom": [[-0.04, 0.07, 0.04], [0.07, -0.05, 0.02], [0.29, 0.53, 0.11], [0.38, 0.29, -1.00], [-0.41, -0.90, 0.21], [0.23, 0.17, 0.02], [-0.04, -0.07, 0.01], [-0.08, -0.06, 0.00], [-0.05, 0.02, -0.03], [-0.05, -0.11, 0.19], [-0.13, -0.04, -0.10], [-0.19, -0.20, -0.04], [-0.17, 0.22, 0.19], [0.48, 0.08, 0.22], [0.14, 0.00, 0.02], [0.02, 0.06, 0.02], [-0.08, 0.10, 0.13], [0.36, -0.04, 0.04], [-0.33, -0.25, -0.47], [0.22, 0.08, 0.12], [0.13, 0.23, 0.35], [-0.53, 0.26, 0.24], [0.23, -0.24, -0.22], [-0.19, -0.24, 0.04], [0.11, -0.43, -0.19], [-0.47, -0.31, 0.17], [-0.07, -0.07, 0.02], [0.30, 0.42, -0.06], [-0.47, -0.26, 0.21], [0.31, 0.22, -0.12], [-0.11, -0.34, -0.06], [0.75, 0.71, -0.16], [-0.08, -0.08, 0.07], [-0.29, 0.12, -0.15], [-0.09, 0.18, -0.09], [0.00, -0.16, 0.19], [-0.08, 0.13, -0.08], [0.06, -0.03, -0.12], [-0.11, -0.01, 0.26], [-0.02, 0.10, 0.03], [-0.07, 0.02, 0.06], [-0.07, -0.07, 0.01], [0.03, -0.08, -0.05], [0.06, -0.13, -0.01], [0.07, -0.12, -0.07], [0.01, -0.05, -0.06], [-0.06, -0.03, -0.04], [0.10, 0.07, -0.04], [0.00, 0.12, 0.03], [-0.03, 0.05, 0.03], [0.06, 0.07, 0.03], [0.03, 0.09, -0.04], [-0.06, 0.02, 0.04], [-0.01, -0.08, -0.03], [-0.08, 0.02, 0.11]],
  "de_lowest_kcal_mol": 0.0,
  "orbital_gap_ha": 0.3105,
  "smiles": "C=CCN(c1ccccc1)S(=O)(=O)c1cccc(C(=O)Oc2ccc3c(C)cc(=O)oc3c2)c1",
  "e_tot_ha": -1907.7560,
  "lumo_energy_ev": -0.331
}

Entry 2:
{
  "formula": "C26H21O5S",
  "method": "the ωB97M-V functional and the def2-TZVPD basis",
  "symbols": ["C", "C", "C", "C", "C", "C", "C", "O", "C", "C", "C", "C", "C", "C", "C", "C", "C", "O", "H", "H", "H", "H", "H", "H", "H", "H", "H", "H", "C", "C", "O", "C", "C", "S", "C", "C", "C", "C", "C", "C", "O", "O", "H", "H", "H", "H", "H", "H", "H", "H", "H", "H", "H"],
  "coordinates": [[4.76107, -3.45572, -2.20569], [3.38104, -3.66528, -2.13259], [2.56798, -2.58299, -1.82586], [3.10782, -1.30463, -1.62707], [4.47853, -1.08130, -1.71800], [5.30694, -2.17089, -2.00209], [2.01789, -0.32906, -1.38357], [2.14115, 0.88859, -1.24063], [0.75329, -1.12161, -1.37170], [-0.48093, -0.58092, -1.22492], [-1.73124, -1.30802, -1.37992], [-1.99669, -2.51061, -0.68470], [-3.16310, -3.22733, -0.94402], [-4.09547, -2.75020, -1.87626], [-3.85964, -1.53626, -2.53712], [-2.70889, -0.80218, -2.26436], [1.08388, -2.54194, -1.72622], [0.33261, -3.48538, -1.93898], [5.42079, -4.29571, -2.41847], [2.92193, -4.63776, -2.30062], [4.86040, -0.07389, -1.56085], [6.38522, -2.02767, -2.06300], [-0.55834, 0.50328, -1.18423], [-1.27904, -2.86601, 0.05500], [-3.33274, -4.17670, -0.43470], [-4.98285, -3.34111, -2.11590], [-4.56160, -1.16717, -3.28466], [-2.50303, 0.15357, -2.75552], [1.36924, 5.05294, -1.14063], [0.65342, 3.73078, -1.17934], [0.84076, 3.15201, 0.15444], [-0.03816, 2.16374, 0.47448], [0.63241, 1.08246, 1.16777], [-0.23289, -0.05052, 2.02052], [-1.22505, 0.78413, 3.29325], [-2.55598, 1.12933, 3.01813], [-3.38680, 1.58918, 4.04686], [-2.88138, 1.74881, 5.33969], [-1.53708, 1.47258, 5.59561], [-0.71015, 0.98426, 4.57891], [0.68214, -0.97687, 2.72234], [-1.23645, 2.17758, 0.17471], [1.43191, 5.49230, -2.13405], [0.81150, 5.73129, -0.48790], [2.37898, 4.92743, -0.73893], [-0.41772, 3.85479, -1.37848], [1.10612, 3.03798, -1.90039], [1.70981, 1.04798, 1.18714], [-2.93203, 1.02983, 1.99987], [-4.42796, 1.83032, 3.83127], [-3.52089, 2.11857, 6.14196], [-1.11534, 1.63754, 6.58776], [0.33459, 0.74641, 4.77164]],
  "forces_ev_per_angstrom": [[-0.11, 0.33, 0.08], [0.14, 0.10, 0.07], [0.67, 0.29, -0.23], [0.45, -0.63, -0.18], [-0.12, -0.18, 0.01], [-0.34, -0.18, 0.03], [-0.48, 1.68, 0.42], [0.10, -1.99, -0.66], [-0.64, -0.10, -0.09], [0.86, 0.11, -0.78], [-1.16, -0.74, 0.33], [-0.06, 0.41, -0.37], [-0.05, 0.29, -0.14], [0.39, 0.13, -0.13], [0.00, -0.22, 0.15], [0.60, -0.20, 0.33], [-0.78, -0.23, 0.19], [0.91, 0.78, 0.14], [-0.10, 0.21, 0.02], [0.19, 0.14, 0.03], [0.02, -0.24, -0.05], [-0.24, -0.06, 0.00], [0.01, -0.07, 0.26], [-0.19, 0.10, -0.26], [-0.01, 0.28, -0.09], [0.24, 0.23, 0.13], [0.07, -0.08, 0.25], [-0.20, -0.32, 0.11], [-0.06, 0.20, 0.14], [0.08, -0.46, 1.01], [-0.18, 0.91, -1.51], [0.95, -2.92, 1.51], [0.16, 2.93, -0.78], [-2.67, -1.22, -1.07], [-0.01, 0.63, 0.84], [0.21, -0.18, 0.19], [0.31, 0.01, -0.06], [0.12, 0.07, -0.17], [0.19, -0.09, -0.22], [-0.40, 0.06, -0.13], [1.06, -0.32, 0.75], [-0.21, 0.65, -0.30], [0.02, 0.08, -0.12], [0.19, 0.04, -0.05], [-0.11, 0.02, -0.08], [0.23, -0.12, 0.02], [-0.16, 0.10, 0.09], [0.02, 0.11, 0.49], [0.11, -0.07, 0.21], [0.23, -0.04, 0.05], [0.11, -0.11, -0.20], [-0.17, -0.07, -0.17], [-0.18, -0.04, -0.04]],
  "de_lowest_kcal_mol": 7.9,
  "orbital_gap_ha": 0.1834,
  "e_tot_ha": -1777.7494,
  "charge": -1,
  "lumo_energy_ev": 1.849
}

Entry 3:
{
  "formula": "C26H22AuN8S2",
  "method": "the ωB97M-V functional and the def2-TZVPD basis",
  "symbols": ["Au", "N", "C", "S", "N", "N", "C", "C", "C", "C", "C", "C", "C", "C", "C", "C", "C", "C", "N", "H", "H", "H", "H", "H", "H", "H", "H", "H", "H", "H", "S", "C", "N", "N", "C", "C", "C", "C", "C", "C", "N", "N", "C", "C", "C", "C", "C", "C", "H", "H", "H", "H", "H", "H", "H", "H", "H", "H", "H"],
  "coordinates": [[-0.12973, 0.13803, -1.04280], [-3.07137, 3.12383, -1.79001], [-1.98535, 2.36300, -1.62088], [-2.29391, 0.62689, -1.51769], [-0.81968, 2.95387, -1.56787], [0.20852, 2.08184, -1.38692], [1.43606, 2.48713, -1.31293], [1.82666, 3.90618, -1.39958], [2.51331, 4.48479, -0.33402], [2.88135, 5.81964, -0.39326], [2.58023, 6.57110, -1.51981], [1.90050, 5.99328, -2.58395], [1.51301, 4.66564, -2.52327], [2.44450, 1.41790, -1.12317], [3.80818, 1.64570, -1.09268], [4.66406, 0.56676, -0.90632], [4.14416, -0.70589, -0.75717], [2.77047, -0.87420, -0.81260], [1.96099, 0.16073, -1.00380], [-3.99139, 2.72352, -1.81507], [-2.96509, 4.12236, -1.85295], [2.73934, 3.90061, 0.55002], [3.40125, 6.27124, 0.44062], [2.87436, 7.61093, -1.56862], [1.66598, 6.58070, -3.46121], [0.97163, 4.21717, -3.34528], [4.18899, 2.64814, -1.21681], [5.73315, 0.72764, -0.87861], [4.78174, -1.56422, -0.60471], [2.29844, -1.84161, -0.70656], [0.01062, -0.26314, 1.68785], [-0.95675, -1.66157, 1.37030], [-1.69353, -2.29883, 2.29919], [-1.71283, -1.75200, 3.45346], [-2.45288, -2.28836, 4.52787], [-3.17405, -3.46691, 4.38591], [-3.87981, -3.94675, 5.47575], [-3.86574, -3.26442, 6.68618], [-3.13807, -2.08951, 6.81188], [-2.42682, -1.59510, 5.73127], [-1.04072, -2.34317, 0.21317], [-0.50550, -1.85891, -0.84591], [-0.49838, -2.70994, -1.99613], [-0.66833, -4.08435, -1.83955], [-0.63805, -4.90114, -2.95591], [-0.42908, -4.36609, -4.22147], [-0.24919, -3.00025, -4.36654], [-0.27979, -2.16805, -3.25670], [-1.18682, -0.87982, 3.57430], [-3.17519, -3.98801, 3.43994], [-4.44519, -4.86368, 5.37863], [-4.42131, -3.64933, 7.53032], [-3.12200, -1.55545, 7.75199], [-1.85380, -0.67986, 5.81981], [-0.82698, -4.49437, -0.85344], [-0.77427, -5.96736, -2.83430], [-0.40522, -5.01272, -5.08785], [-0.08916, -2.57305, -5.34739], [-0.15153, -1.10057, -3.38471]],
  "forces_ev_per_angstrom": [[0.14, 0.01, -0.25], [0.05, 0.02, -0.01], [-0.02, 0.04, -0.01], [-0.14, 0.01, 0.06], [0.04, -0.15, 0.03], [0.01, 0.27, 0.04], [0.02, -0.10, -0.02], [0.00, 0.02, 0.01], [-0.01, 0.02, 0.01], [0.00, 0.00, 0.00], [0.00, 0.00, -0.01], [0.00, 0.01, 0.01], [0.01, -0.02, -0.02], [-0.04, 0.02, -0.04], [-0.02, -0.03, 0.01], [0.00, 0.02, 0.00], [0.00, -0.02, 0.00], [0.03, 0.05, -0.03], [0.10, -0.07, 0.09], [-0.01, -0.01, 0.02], [0.00, 0.00, -0.01], [0.00, -0.01, 0.00], [0.00, 0.00, 0.00], [0.00, 0.00, 0.00], [0.00, 0.00, 0.00], [-0.01, -0.01, 0.00], [0.00, 0.01, 0.01], [0.00, 0.00, 0.00], [0.00, 0.00, 0.00], [-0.01, 0.00, 0.01], [-0.16, 0.09, 0.09], [0.12, -0.20, -0.29], [0.03, 0.05, 0.17], [-0.15, -0.14, -0.01], [0.09, 0.05, -0.04], [-0.02, -0.01, 0.03], [0.00, 0.00, -0.01], [0.00, 0.00, 0.00], [0.01, 0.00, -0.02], [-0.01, -0.02, 0.02], [0.10, 0.16, 0.12], [-0.13, -0.19, -0.02], [-0.02, 0.11, 0.14], [-0.01, -0.02, -0.05], [0.01, 0.02, -0.01], [-0.01, -0.03, 0.01], [0.00, 0.02, 0.01], [0.01, -0.05, -0.03], [0.04, 0.04, 0.01], [0.00, 0.00, -0.01], [0.00, 0.00, 0.00], [0.00, 0.00, 0.00], [0.00, 0.00, 0.00], [0.00, 0.00, -0.01], [0.00, 0.00, 0.00], [0.00, 0.00, 0.00], [0.00, 0.00, 0.00], [0.00, 0.00, 0.00], [0.00, 0.01, 0.00]],
  "de_lowest_kcal_mol": 3.3,
  "orbital_gap_ha": [0.2068, 0.2080],
  "e_tot_ha": -2373.8215,
  "charge": 1,
  "lumo_energy_ev": [-4.061, -4.012]
}

Entry 4:
{
  "formula": "C26H22CaGeI2N2O",
  "method": "the ωB97M-V functional and the def2-TZVPD basis",
  "symbols": ["Ca", "I", "C", "C", "C", "I", "C", "C", "C", "C", "N", "C", "C", "O", "H", "H", "H", "H", "N", "H", "H", "H", "C", "Ge", "C", "C", "C", "C", "C", "C", "C", "C", "C", "C", "C", "C", "C", "C", "C", "C", "H", "H", "H", "H", "H", "H", "H", "H", "H", "H", "H", "H", "H", "H", "H"],
  "coordinates": [[2.20612, -12.00064, 8.73944], [6.07866, -11.24781, 12.00158], [4.17710, -12.11068, 12.38120], [4.01708, -12.86805, 13.55805], [2.76809, -13.43034, 13.81613], [2.64807, -14.73938, 15.50230], [1.67812, -13.29538, 12.88565], [0.43236, -13.93130, 13.02305], [-0.49666, -13.85828, 12.01963], [-0.18461, -13.08448, 10.84017], [0.97281, -12.51891, 10.66819], [1.89167, -12.58367, 11.67893], [3.16832, -11.94141, 11.42219], [3.31079, -11.24825, 10.33240], [4.86544, -13.01372, 14.25548], [0.21543, -14.44514, 13.94556], [-1.47130, -14.33944, 12.11419], [-0.88334, -13.01605, 10.03176], [3.98356, -10.49773, 7.47483], [4.25136, -10.48396, 6.51121], [4.77238, -10.84036, 8.05001], [4.06841, -9.51429, 7.73249], [-1.06265, -15.32551, 7.62356], [0.71088, -14.72119, 7.35970], [1.32380, -14.67801, 5.54859], [0.62056, -13.79120, 4.72119], [1.09515, -13.44282, 3.43646], [2.34591, -13.88476, 3.07559], [3.08602, -14.73539, 3.89929], [2.58241, -15.14104, 5.12952], [1.80737, -15.17715, 8.84709], [1.18073, -15.80973, 9.89351], [1.86189, -16.21184, 11.03695], [3.10176, -15.72254, 11.27942], [3.80555, -15.00699, 10.28647], [5.13972, -14.60715, 10.49664], [5.86655, -14.09787, 9.48153], [5.31572, -13.89454, 8.20913], [3.97024, -14.13971, 8.02196], [3.14730, -14.71715, 9.03447], [-1.06071, -16.43822, 7.76177], [-1.73275, -15.07454, 6.81755], [-1.40905, -14.80893, 8.50655], [-0.28073, -13.35388, 5.08603], [0.53865, -12.82208, 2.80564], [2.77573, -13.52709, 2.14524], [4.05285, -15.03984, 3.54455], [3.20343, -15.76684, 5.79487], [0.17875, -16.21678, 9.76331], [1.42278, -16.88078, 11.76364], [3.61828, -15.98429, 12.19006], [5.55439, -14.74112, 11.51931], [6.91567, -13.82392, 9.67517], [5.93758, -13.54955, 7.38619], [3.51065, -14.04484, 7.00780]],
  "forces_ev_per_angstrom": [[0.27, 0.12, -1.16], [-0.65, -0.20, 0.09], [0.31, 0.23, -0.29], [-0.87, -0.25, 0.09], [0.47, -0.18, -0.02], [-0.11, 0.52, -0.59], [0.87, -0.05, 0.12], [-0.49, 0.19, -0.13], [-0.05, 0.85, -0.72], [-0.35, -1.40, 1.56], [0.09, 0.39, 0.54], [1.02, 0.00, 0.45], [0.07, 0.06, 0.77], [0.47, 0.05, 0.20], [-0.71, 0.14, -0.57], [-0.05, -0.24, 0.05], [0.31, 0.19, -0.07], [-0.42, 0.03, -0.32], [0.37, 0.39, 1.46], [0.32, -0.42, -0.66], [-0.35, -0.37, -0.62], [-0.66, 0.15, 0.03], [-0.45, -1.09, 0.28], [0.23, 0.56, -0.49], [0.67, 0.71, -0.28], [0.67, -0.43, -1.00], [0.33, -1.00, 2.16], [0.37, -0.08, -0.31], [-0.40, 0.19, 0.02], [0.28, -0.20, -0.02], [0.32, 0.57, 0.20], [-0.50, -1.30, -0.65], [0.00, 0.24, 0.72], [0.75, -0.30, -0.09], [-0.82, 0.40, -0.40], [-0.33, -0.46, 1.22], [1.73, 0.63, -0.07], [-0.76, 0.11, -0.06], [-0.60, -0.15, -1.16], [1.35, -0.65, 0.78], [-0.17, 0.95, 0.02], [-0.08, 0.04, -0.37], [-0.38, -0.25, 0.40], [-0.70, 0.20, 0.07], [-0.75, 0.90, -0.77], [-0.01, -0.23, 0.01], [0.31, -0.23, 0.13], [-0.48, 0.21, -0.52], [0.07, 0.29, -0.03], [-0.30, 0.12, -0.01], [0.10, 0.01, 0.16], [-0.16, 0.07, -0.94], [-0.57, -0.17, -0.23], [-0.16, 0.00, 0.15], [0.58, 0.15, 0.85]],
  "de_lowest_kcal_mol": 0.0,
  "orbital_gap_ha": [0.2554, 0.2136],
  "e_tot_ha": -4538.5064,
  "multiplicity": 2,
  "charge": 1,
  "lumo_energy_ev": [-3.024, -4.364]
}

Question: What is the formula in the second record?
Answer: C26H21O5S